A molecular structure, C21H27NOP2Y at a distorted geometry. Source: the OMol25 dataset; level of theory: ωB97M-V/def2-TZVPD.

Calculated values
net charge = +1
HOMO (spin up / spin down) = -7.21 / -7.21 eV
E_LUMO (spin up / spin down) = -2.7 / -2.7 eV
F_max = 6.4 eV/Å

Element x y z (Å)
C -1.224 3.548 -2.089
C -1.125 2.298 -1.476
C 0.156 1.722 -1.380
C 1.290 2.379 -1.829
C 1.181 3.655 -2.381
C -0.084 4.226 -2.530
C 2.650 1.787 -1.464
C 2.610 0.251 -1.384
C 1.406 -0.338 -1.045
C 1.303 -1.723 -0.711
C 2.470 -2.480 -0.751
C 3.695 -1.867 -1.020
C 3.774 -0.511 -1.331
H -2.212 4.002 -2.203
H 2.091 4.179 -2.685
H -0.182 5.210 -2.987
H 3.362 2.041 -2.260
H 2.423 -3.557 -0.563
H 4.609 -2.463 -0.997
H 4.730 -0.023 -1.537
N 0.316 0.510 -0.666
Y 0.131 -0.131 1.188
C -2.327 1.597 -0.874
H -2.493 0.617 -1.352
H -3.231 2.209 -1.009
C -0.089 -2.281 -0.343
H -0.862 -1.462 -0.439
H -0.422 -3.034 -1.076
P -2.176 1.279 0.952
P -0.326 -3.161 1.251
C 1.197 -3.748 1.962
H 1.147 -3.670 3.058
H 1.310 -4.808 1.691
H 2.079 -3.202 1.607
C -1.418 -4.537 0.927
H -0.870 -5.483 1.051
H -2.253 -4.510 1.639
H -1.812 -4.480 -0.097
C -1.989 2.991 1.561
H -2.936 3.534 1.432
H -1.732 2.957 2.628
H -1.190 3.517 1.024
C -3.896 0.903 1.417
H -3.906 0.557 2.460
H -4.523 1.802 1.330
H -4.303 0.107 0.779
C 2.913 2.284 -0.152
O 2.467 1.977 0.930
H 3.600 2.949 -0.675
C -1.162 -2.050 2.399
H -1.890 -2.683 2.924
H -1.792 -1.253 1.921
H -0.488 -1.628 3.174